Record 1
A cluster of 2 separate species, C12H17N in total at a distorted geometry. Source: the Open Molecules 2025 dataset; level of theory: ωB97M-V/def2-TZVPD.

Summary:
- orbital gap (eV) = 8.85
- relative energy (zero: lowest compared OMol25 entry of this formula, charge and spin) (kcal/mol) = 18.0
- SMILES = Cc1c[nH]c2ccccc12.CCC
- largest force on an atom (eV Å⁻¹) = 2.0

Last column: natural (NBO) charge in e.
Element x y z (Å)
C 3.28 1.11 0.47  -0.63
C 2.67 -0.08 -0.25  -0.07
C 3.35 -0.99 -1.01  -0.04
N 2.49 -2.01 -1.39  -0.55
C 1.22 -1.68 -0.94  0.21
C 0.05 -2.43 -1.05  -0.26
C -1.09 -1.97 -0.45  -0.21
C -1.03 -0.80 0.37  -0.25
C 0.15 -0.11 0.52  -0.18
C 1.31 -0.48 -0.23  -0.13
H 3.36 2.02 -0.13  0.22
H 4.31 0.79 0.63  0.22
H 2.77 1.30 1.41  0.22
H 4.29 -0.85 -1.53  0.21
H 2.60 -2.50 -2.28  0.40
H 0.05 -3.39 -1.55  0.21
H -2.03 -2.46 -0.67  0.21
H -1.85 -0.31 0.87  0.22
H 0.29 0.75 1.16  0.21
C -2.21 2.73 1.11  -0.62
C -3.67 2.77 0.62  -0.39
C -4.61 1.83 1.36  -0.61
H -1.86 3.77 1.01  0.21
H -1.62 2.15 0.40  0.21
H -2.06 2.47 2.15  0.20
H -4.00 3.80 0.80  0.19
H -3.71 2.61 -0.46  0.20
H -4.41 0.77 1.13  0.20
H -4.46 1.90 2.44  0.20
H -5.66 2.03 1.16  0.21


Record 2
A structure of composition C26H66ClInN15O36 at a distorted geometry. Source: the Open Molecules 2025 dataset; level of theory: ωB97M-V/def2-TZVPD.

Summary:
- total charge = -1
- orbital gap (eV) = 6.12
- largest force on an atom (eV Å⁻¹) = 8.5

Last column: Löwdin charge in e.
Element x y z (Å)
C 0.18 1.58 4.05  -0.10
C -1.31 1.44 4.80  -0.14
C -2.46 2.34 4.06  -0.26
O -2.61 3.61 4.50  -0.04
O -3.33 1.91 2.95  -0.13
C -2.54 1.91 1.67  -0.25
C -2.30 3.44 1.11  -0.25
In -0.15 3.96 0.63  0.52
Cl -0.25 5.63 -1.26  -0.11
C 1.12 2.24 -0.11  -0.31
C 0.18 1.03 -0.71  -0.26
C 1.01 -0.13 -1.53  -0.19
O 2.28 -0.39 -0.82  -0.14
C 2.14 -1.60 0.04  -0.26
C 1.66 -1.57 1.61  -0.01
O 2.45 -2.80 -0.53  -0.07
C 0.76 5.10 2.39  -0.27
O 1.47 6.29 1.83  -0.34
O 2.09 6.86 2.84  -0.13
H 1.03 1.92 4.81  0.09
H 0.40 0.53 3.59  0.06
H 0.03 2.43 3.23  0.06
H -1.60 0.31 4.98  0.12
H -1.15 1.89 5.89  0.12
H -3.24 1.36 0.88  0.09
H -1.56 1.30 1.89  0.09
H -3.03 3.61 0.19  0.06
H -2.67 4.20 1.95  0.06
H 1.76 2.65 -1.03  0.06
H 1.91 1.89 0.69  0.04
H -0.66 1.54 -1.37  0.12
H -0.33 0.50 0.22  0.08
H 0.33 -1.11 -1.51  0.13
H 1.16 0.11 -2.69  0.14
H 0.78 -0.84 1.84  0.06
H 2.58 -1.20 2.27  0.08
H 1.31 -2.67 1.93  0.11
H -0.14 5.46 3.09  0.08
H 1.50 4.38 2.95  0.06
H 1.41 7.00 3.56  0.10
C -1.57 9.07 0.26  0.03
N -2.87 8.47 0.66  -0.42
O -3.27 7.48 0.02  0.05
O -3.46 9.00 1.61  0.02
H -1.17 8.50 -0.58  0.06
H -1.76 10.10 -0.03  0.10
H -0.90 9.01 1.12  0.10
C -6.86 0.95 0.44  0.03
N -5.77 0.99 -0.57  -0.39
O -4.61 0.82 -0.16  0.02
O -6.10 1.19 -1.74  0.05
H -6.42 0.77 1.43  0.09
H -7.36 1.92 0.42  0.11
H -7.53 0.14 0.17  0.09
C -5.17 -2.70 0.75  0.05
N -6.32 -2.67 1.69  -0.41
O -6.61 -3.73 2.27  0.06
O -6.91 -1.59 1.83  0.03
H -4.76 -3.71 0.73  0.10
H -5.55 -2.42 -0.24  0.10
H -4.43 -1.99 1.11  0.10
C 3.78 -4.17 -3.43  0.04
N 3.21 -4.01 -4.80  -0.42
O 3.25 -2.88 -5.30  0.05
O 2.74 -5.02 -5.33  0.03
H 4.15 -3.20 -3.09  0.09
H 2.97 -4.52 -2.78  0.10
H 4.59 -4.90 -3.50  0.10
C -6.20 -0.72 -5.24  0.04
N -6.58 -1.91 -4.44  -0.42
O -5.83 -2.24 -3.52  0.05
O -7.63 -2.49 -4.76  0.03
H -5.26 -0.32 -4.85  0.11
H -6.08 -1.04 -6.28  0.06
H -7.01 0.02 -5.14  0.11
C -7.58 -5.99 -5.89  0.04
N -8.15 -5.83 -7.26  -0.43
O -8.11 -4.70 -7.76  0.05
O -8.62 -6.85 -7.79  0.04
H -7.20 -5.03 -5.55  0.08
H -8.38 -6.35 -5.24  0.10
H -6.77 -6.72 -5.96  0.10
C -0.55 -6.07 -4.53  0.03
N -1.44 -5.28 -3.63  -0.42
O -1.32 -4.05 -3.67  0.05
O -2.22 -5.92 -2.92  0.04
H 0.08 -5.39 -5.09  0.08
H 0.05 -6.73 -3.90  0.07
H -1.19 -6.65 -5.20  0.09
C 6.06 -2.44 1.40  0.05
N 5.76 -1.77 2.69  -0.40
O 6.70 -1.57 3.47  0.05
O 4.58 -1.45 2.89  0.04
H 7.13 -2.66 1.36  0.10
H 5.47 -3.36 1.37  0.11
H 5.78 -1.76 0.60  0.11
C -0.21 -10.95 -3.85  0.04
N -0.42 -9.49 -3.67  -0.41
O -1.50 -9.03 -4.05  0.06
O 0.51 -8.85 -3.16  0.05
H -1.10 -11.38 -4.31  0.10
H 0.67 -11.08 -4.50  0.10
H -0.03 -11.38 -2.86  0.10
C 7.10 1.29 5.01  0.02
N 6.89 2.76 5.19  -0.43
O 5.80 3.22 4.81  0.05
O 7.81 3.39 5.70  0.04
H 6.21 0.86 4.55  0.08
H 7.97 1.17 4.36  0.10
H 7.27 0.86 5.99  0.08
C 3.36 8.27 -1.24  0.04
N 2.31 8.12 -2.28  -0.43
O 1.42 8.98 -2.32  0.02
O 2.40 7.14 -3.03  0.03
H 3.15 9.17 -0.65  0.09
H 3.32 7.38 -0.60  0.10
H 4.32 8.35 -1.75  0.09
C 6.65 -1.01 -6.05  0.04
N 6.92 -1.21 -4.60  -0.43
O 6.59 -0.30 -3.83  0.06
O 7.45 -2.28 -4.27  0.03
H 6.19 -0.04 -6.19  0.10
H 7.61 -1.06 -6.57  0.10
H 5.98 -1.81 -6.37  0.09
C 4.63 2.97 8.60  0.05
N 5.27 1.64 8.77  -0.40
O 4.99 1.00 9.80  0.04
O 6.03 1.26 7.87  0.05
H 3.99 3.17 9.46  0.10
H 5.43 3.71 8.54  0.11
H 4.04 2.94 7.68  0.11
C 4.76 0.39 13.03  0.03
N 3.61 0.42 13.97  -0.43
O 3.32 -0.64 14.54  0.05
O 3.03 1.50 14.11  0.05
H 5.18 -0.62 13.01  0.10
H 4.39 0.68 12.04  0.07
H 5.51 1.11 13.39  0.10
C -5.81 -0.24 -10.25  0.04
N -5.54 -0.44 -8.80  -0.41
O -5.87 0.47 -8.03  0.05
O -5.01 -1.51 -8.47  0.06
H -6.27 0.73 -10.39  0.10
H -4.85 -0.29 -10.77  0.10
H -6.48 -1.04 -10.57  0.10


Record 3
A cluster of 14 separate species, C15H58N18O14 in total at a distorted geometry. Source: the Open Molecules 2025 dataset; level of theory: ωB97M-V/def2-TZVPD.

Summary:
- orbital gap (eV) = 8.24
- relative energy (zero: lowest compared OMol25 entry of this formula, charge and spin) (kcal/mol) = 43.9
- largest force on an atom (eV Å⁻¹) = 10.1

Last column: Löwdin charge in e.
Element x y z (Å)
C 0.76 3.77 0.65  -0.09
C 1.98 3.25 -0.07  -0.35
O 2.37 3.94 -1.24  -0.05
H 0.32 3.05 1.37  0.05
H -0.06 4.11 -0.01  0.08
H 1.20 4.67 1.01  0.07
H 1.72 2.19 -0.24  0.08
H 2.84 3.12 0.63  0.11
H 2.75 3.36 -1.90  0.09
C 5.43 -0.92 1.70  -0.61
O 6.39 -0.36 2.54  -0.17
N 5.48 -2.12 1.26  0.16
N 4.25 -0.36 1.45  0.14
H 6.31 -2.77 1.45  0.17
H 5.01 -2.29 0.42  0.04
H 4.12 0.56 1.85  0.07
H 3.43 -0.85 0.95  0.08
C 4.28 -2.08 -1.95  -0.59
O 5.49 -1.38 -1.89  -0.15
N 4.27 -3.38 -2.12  0.17
N 3.10 -1.46 -1.90  0.17
H 5.12 -3.82 -2.40  0.12
H 3.37 -3.88 -2.14  0.03
H 3.14 -0.47 -1.68  0.12
H 2.28 -1.96 -2.06  -0.02
C 1.47 -3.94 -3.04  -0.59
O 1.38 -4.27 -4.36  -0.09
N 0.97 -2.83 -2.51  0.14
N 2.04 -4.79 -2.22  0.13
H 0.47 -2.23 -3.18  0.14
H 0.62 -2.85 -1.55  0.06
H 2.39 -5.66 -2.63  0.16
H 1.92 -4.67 -1.22  0.07
C -4.47 -0.41 0.30  -0.66
O -3.51 -0.50 1.24  -0.09
N -5.14 -1.42 -0.12  0.18
N -4.80 0.72 -0.25  0.16
H -4.91 -2.36 0.18  0.14
H -5.77 -1.19 -0.88  0.12
H -4.17 1.50 0.04  0.04
H -5.48 0.93 -1.01  0.12
C -2.90 2.84 1.82  -0.60
O -3.62 2.89 0.67  -0.08
N -2.35 3.93 2.18  0.19
N -2.74 1.84 2.64  0.14
H -2.41 4.73 1.57  0.13
H -1.48 3.81 2.73  0.13
H -3.34 1.05 2.45  0.09
H -2.43 1.96 3.65  0.17
C -0.58 0.56 0.42  -0.57
O -1.42 1.21 -0.43  -0.05
N -0.64 0.57 1.73  0.11
N 0.46 -0.12 0.00  0.15
H -1.41 1.22 2.04  0.06
H -0.67 -0.35 2.24  0.06
H 0.68 -0.13 -1.06  0.11
H 1.19 -0.46 0.64  0.09
C 2.26 0.18 3.53  -0.54
O 1.65 -1.12 3.74  -0.15
N 1.72 1.10 2.78  0.14
N 3.34 0.61 4.11  0.17
H 0.76 0.81 2.37  0.04
H 1.97 2.10 2.62  0.12
H 3.76 -0.10 4.68  0.12
H 3.91 1.48 3.95  0.16
C -1.71 -1.84 3.58  -0.59
O -2.63 -2.95 3.62  -0.19
N -0.69 -1.85 2.81  0.12
N -1.83 -0.80 4.36  0.18
H -0.55 -2.61 2.09  0.12
H 0.23 -1.42 3.10  0.05
H -2.66 -0.91 4.98  0.15
H -1.23 -0.01 4.38  0.10
C 1.44 -3.11 0.64  -0.51
O 2.29 -2.07 1.02  -0.12
N 1.79 -4.42 0.66  0.15
N 0.24 -2.78 0.18  0.10
H 2.72 -4.51 1.14  0.16
H 1.17 -5.26 0.63  0.15
H 0.11 -1.71 0.12  0.08
H -0.56 -3.38 -0.10  0.13
C -2.21 -1.76 -1.70  -0.15
O -1.89 -3.12 -1.74  -0.14
H -2.19 -1.62 -0.57  0.09
H -3.22 -1.52 -2.05  0.09
H -1.52 -1.15 -2.12  0.02
H -2.12 -3.48 -2.63  0.11
C -2.94 5.44 -2.04  -0.15
O -2.03 4.39 -1.68  -0.14
H -2.72 6.36 -1.47  0.08
H -3.95 5.17 -1.75  0.06
H -2.91 5.65 -3.11  0.07
H -2.45 3.56 -1.89  0.00
C 0.20 1.54 -2.91  -0.16
O 0.93 0.40 -2.71  -0.15
H -0.78 1.32 -3.26  0.06
H 0.64 2.07 -3.73  0.09
H 0.25 2.24 -2.06  0.09
H 1.32 0.17 -3.55  0.11
C -4.29 2.42 -3.23  -0.12
O -3.05 2.04 -2.66  -0.15
H -5.02 1.92 -2.57  0.06
H -4.52 1.97 -4.21  0.09
H -4.50 3.49 -3.25  0.07
H -3.18 1.56 -1.82  0.05


Record 4
A structure of composition C43H55AsF11P2RhSSi. Source: the Open Molecules 2025 dataset; level of theory: ωB97M-V/def2-TZVPD.

Summary:
- total charge = +1
- orbital gap (alpha / beta) (eV) = 7.09 / 5.89
- relative energy (zero: lowest compared OMol25 entry of this formula, charge and spin) (kcal/mol) = 4.6
- 2S+1 = 6
- <S²> = 8.7805
- largest force on an atom (eV Å⁻¹) = 0.8

Last column: Mulliken spin population.
Element x y z (Å)
Rh -0.04 0.00 -0.40  1.99
C -0.03 3.47 -2.44  0.02
Si 0.00 2.42 -0.89  0.39
C 1.63 2.79 0.02  0.21
C 1.93 4.15 0.11  0.02
C 3.07 4.61 0.73  0.01
C 3.98 3.71 1.25  0.00
C 3.73 2.35 1.15  -0.03
C 2.57 1.88 0.55  0.08
P 2.33 0.08 0.36  0.30
C 3.23 -0.42 -1.17  -0.07
C 2.61 0.23 -2.42  0.10
C 3.53 0.03 -3.62  0.02
C 4.84 0.80 -3.43  0.00
C 5.16 1.03 -1.95  0.00
C 4.76 -0.19 -1.12  0.02
C 2.87 -0.96 1.77  0.03
C 4.14 -0.61 2.57  0.03
C 4.59 -1.82 3.41  0.00
C 3.40 -2.68 3.81  0.00
C 2.77 -3.32 2.56  0.00
C 2.95 -2.43 1.33  0.01
C -1.55 2.77 0.16  0.23
C -1.73 4.14 0.41  0.00
C -2.82 4.62 1.13  0.01
C -3.78 3.74 1.59  0.00
C -3.63 2.38 1.35  -0.01
C -2.53 1.89 0.66  0.04
P -2.40 0.10 0.37  0.32
C -3.42 -0.41 -1.07  -0.07
C -2.71 -0.17 -2.42  -0.01
C -2.91 1.23 -2.99  0.01
C -4.39 1.56 -3.11  0.00
C -5.04 1.49 -1.73  0.00
C -4.87 0.11 -1.10  0.01
C -2.76 -0.92 1.89  0.02
C -3.11 -2.38 1.52  0.04
C -4.60 -2.64 1.32  0.01
C -5.42 -2.19 2.52  0.00
C -5.18 -0.71 2.79  0.00
C -3.70 -0.43 3.01  0.02
H -0.58 4.39 -2.26  0.00
H -0.52 2.96 -3.27  0.01
H 0.98 3.72 -2.75  0.00
H 1.26 4.88 -0.33  0.01
H 3.26 5.67 0.80  0.00
H 4.88 4.06 1.73  0.00
H 4.46 1.67 1.54  0.00
H 3.04 -1.50 -1.23  0.00
H 2.47 1.30 -2.26  -0.04
H 1.62 -0.20 -2.62  -0.02
H 3.02 0.35 -4.54  0.00
H 3.72 -1.04 -3.74  0.00
H 4.79 1.76 -3.95  0.00
H 5.66 0.24 -3.90  0.00
H 4.63 1.91 -1.58  0.00
H 6.22 1.23 -1.82  0.00
H 5.12 -0.10 -0.10  0.00
H 5.25 -1.08 -1.54  0.00
H 2.02 -0.86 2.45  0.06
H 3.92 0.22 3.23  0.00
H 4.97 -0.32 1.92  0.00
H 5.12 -1.46 4.29  0.00
H 5.29 -2.44 2.85  0.00
H 2.66 -2.07 4.33  0.00
H 3.70 -3.46 4.51  0.00
H 1.71 -3.49 2.72  0.00
H 3.23 -4.30 2.37  0.00
H 2.19 -2.69 0.58  0.03
H 3.92 -2.61 0.85  0.00
H -1.01 4.85 0.05  0.01
H -2.91 5.68 1.32  0.00
H -4.64 4.10 2.13  0.00
H -4.40 1.71 1.70  -0.01
H -3.45 -1.49 -0.93  0.01
H -3.10 -0.90 -3.13  0.00
H -1.63 -0.39 -2.33  0.04
H -2.42 1.30 -3.96  0.01
H -2.44 1.97 -2.34  0.00
H -4.87 0.85 -3.78  0.00
H -4.52 2.55 -3.54  0.00
H -6.11 1.71 -1.80  0.00
H -4.60 2.26 -1.09  0.00
H -5.44 -0.61 -1.70  0.00
H -5.31 0.09 -0.11  -0.01
H -1.76 -0.90 2.32  0.05
H -2.76 -2.99 2.35  0.00
H -2.55 -2.72 0.64  -0.01
H -4.75 -3.71 1.14  0.00
H -4.97 -2.13 0.44  0.00
H -5.11 -2.76 3.41  0.00
H -6.48 -2.39 2.36  0.00
H -5.74 -0.38 3.66  0.00
H -5.56 -0.12 1.94  0.00
H -3.38 -0.99 3.89  0.00
H -3.50 0.61 3.25  0.00
F 0.05 0.54 2.00  0.00
As 0.15 1.13 3.74  0.02
F -0.10 2.73 3.13  0.00
F 1.87 1.32 3.51  0.00
F 0.24 1.65 5.37  0.00
F 0.41 -0.54 4.16  0.00
F -1.56 0.89 3.84  0.00
F 1.14 -5.63 -5.38  0.01
C 0.86 -4.88 -4.33  0.13
C 0.71 -5.47 -3.08  -0.03
F 0.84 -6.78 -2.95  0.00
C 0.41 -4.68 -1.98  0.07
F 0.27 -5.25 -0.79  0.01
C 0.28 -3.28 -2.10  0.07
S -0.03 -2.35 -0.70  0.70
C 0.44 -2.72 -3.38  0.10
F 0.32 -1.39 -3.54  0.03
C 0.73 -3.50 -4.48  -0.03
F 0.88 -2.95 -5.69  0.00